(1)
{"formula": "C18H60F6NO10P", "method": "ωB97M-V/def2-TZVPD", "e_tot_ha": -2469.49952, "e_lumo_ha": -0.076, "symbols": ["N", "H", "H", "H", "H", "P", "F", "F", "F", "F", "F", "F", "C", "O", "H", "H", "H", "H", "C", "O", "H", "H", "H", "H", "C", "O", "H", "H", "H", "H", "C", "C", "C", "O", "H", "H", "H", "H", "H", "H", "H", "H", "C", "C", "C", "O", "H", "H", "H", "H", "H", "H", "H", "H", "C", "C", "C", "O", "H", "H", "H", "H", "H", "H", "H", "H", "C", "C", "C", "O", "H", "H", "H", "H", "H", "H", "H", "H", "C", "C", "C", "O", "H", "H", "H", "H", "H", "H", "H", "H", "O", "H", "H", "O", "H", "H"], "coordinates": [[-1.1955, -6.6144, -0.7335], [-0.8958, -7.5663, -0.5782], [-0.5096, -6.1833, -1.3366], [-1.1593, -6.1961, 0.1851], [-2.1254, -6.5852, -1.1267], [0.0660, -0.3344, 0.1736], [1.1441, -1.4595, 0.5466], [0.9176, -0.1950, -1.1703], [-0.8518, -1.5532, -0.3807], [-1.0141, 0.8364, -0.3297], [-0.7146, -0.5557, 1.5726], [1.0431, 0.8083, 0.7630], [-5.5498, -3.9878, 3.0500], [-5.2844, -5.3452, 3.4095], [-6.0170, -3.8964, 2.0695], [-6.1226, -3.4795, 3.8256], [-4.6115, -3.4331, 3.0503], [-4.6847, -5.3306, 4.1590], [-2.8851, 6.4678, -1.3420], [-1.7659, 5.6907, -1.7470], [-2.9083, 7.5097, -1.6614], [-3.7704, 6.1534, -1.8948], [-3.0924, 6.4411, -0.2722], [-1.8750, 4.7875, -1.4404], [5.9293, -1.4883, -5.1245], [6.2791, -1.3963, -6.5203], [6.7793, -1.2281, -4.4937], [5.0641, -0.8453, -4.9631], [5.6657, -2.4964, -4.8047], [5.4568, -1.3285, -7.0110], [3.7161, 5.3822, -4.9324], [2.5970, 5.1240, -5.9212], [1.9428, 3.7038, -5.9520], [1.5447, 5.9566, -5.5525], [4.1565, 6.2887, -5.3476], [4.5028, 4.6338, -5.0281], [3.5124, 5.4905, -3.8671], [3.0073, 5.2824, -6.9186], [1.0375, 3.6838, -6.5588], [1.5877, 3.3045, -5.0020], [2.7131, 3.0053, -6.2789], [1.3573, 5.7363, -4.6371], [6.2604, 1.6346, 0.1879], [6.4056, 2.3874, 1.5097], [6.2833, 3.8724, 1.4540], [5.4328, 1.8965, 2.4086], [5.3728, 1.9251, -0.3742], [6.2800, 0.5544, 0.3322], [7.0626, 1.8595, -0.5149], [7.4204, 2.1321, 1.8148], [6.3372, 4.2535, 2.4738], [5.3117, 4.1124, 1.0222], [7.0003, 4.3575, 0.7917], [4.6174, 2.0570, 1.9280], [-1.6618, -1.9007, -6.6530], [-2.2851, -2.4959, -7.9549], [-3.1111, -1.4925, -8.8037], [-1.1868, -2.7980, -8.8075], [-1.2467, -0.9282, -6.9178], [-0.8151, -2.4389, -6.2271], [-2.3685, -1.7879, -5.8308], [-2.7916, -3.4351, -7.7327], [-2.5461, -0.5909, -9.0401], [-4.0057, -1.2347, -8.2367], [-3.4610, -1.9604, -9.7239], [-0.7285, -3.5321, -8.3920], [-5.8561, 3.2978, 5.7819], [-4.4909, 3.6865, 6.3410], [-3.2414, 3.3604, 5.5435], [-4.4902, 5.0539, 6.5673], [-5.8133, 3.5472, 4.7217], [-6.6385, 3.8459, 6.3067], [-6.0992, 2.2354, 5.7671], [-4.3041, 3.2005, 7.2987], [-3.1717, 2.2955, 5.3212], [-2.2873, 3.6314, 5.9955], [-3.1962, 3.8421, 4.5668], [-4.9368, 5.4529, 5.8169], [-0.2358, -4.5553, 8.9108], [-1.4340, -3.9813, 8.1828], [-1.1835, -2.6620, 7.5004], [-1.8544, -4.9708, 7.2710], [0.0968, -3.7389, 9.5519], [0.4676, -4.9845, 8.1973], [-0.6288, -5.3505, 9.5442], [-2.2644, -3.8099, 8.8678], [-0.2506, -2.7433, 6.9425], [-1.0139, -1.9592, 8.3160], [-2.0509, -2.3316, 6.9289], [-1.5223, -5.8006, 7.6213], [-0.5039, -4.7630, 3.2097], [-0.3312, -3.8295, 3.0875], [-0.8840, -4.8241, 4.0861], [2.2249, -4.9719, -2.4647], [2.2262, -4.0982, -2.0738], [3.1047, -5.3104, -2.2987]], "mulliken_charge": [-0.4479, 0.3871, 0.3312, 0.3122, 0.3945, 1.1857, -0.3655, -0.3474, -0.3814, -0.3806, -0.3539, -0.3602, -0.4672, -0.5083, 0.2348, 0.2394, 0.2004, 0.3017, -0.5729, -0.4769, 0.2456, 0.2571, 0.2423, 0.3052, -0.4267, -0.5100, 0.2113, 0.2118, 0.2108, 0.3036, -1.1138, 0.2975, -1.1773, -0.5442, 0.2955, 0.3096, 0.3506, 0.2907, 0.3287, 0.3052, 0.3112, 0.3467, -1.2505, 0.3443, -1.1756, -0.5382, 0.3383, 0.3134, 0.3690, 0.2943, 0.2862, 0.3021, 0.3547, 0.3638, -1.1346, 0.4448, -1.2500, -0.5415, 0.2621, 0.3332, 0.3243, 0.2556, 0.3225, 0.3621, 0.3196, 0.3025, -1.3162, 0.5363, -1.2342, -0.5449, 0.3551, 0.3375, 0.3650, 0.2158, 0.3399, 0.3207, 0.2822, 0.3433, -1.4344, 0.6133, -1.2757, -0.5213, 0.3656, 0.3895, 0.4041, 0.1416, 0.3134, 0.3694, 0.3363, 0.3053, -0.6471, 0.3312, 0.3196, -0.6680, 0.3538, 0.3246]}

=====

(2)
{"formula": "C5H13NOS", "method": "ωB97M-V/def2-TZVPD", "e_tot_ha": -726.36075, "relative_energy_kcal_mol": 88.1, "e_lumo_ha": 0.024, "symbols": ["C", "C", "C", "C", "C", "N", "O", "S", "H", "H", "H", "H", "H", "H", "H", "H", "H", "H", "H", "H", "H"], "coordinates": [[1.1975, 0.9774, 1.0629], [0.9494, -1.4996, 0.8907], [2.0952, -0.3809, -1.0724], [-3.0517, 1.2801, -0.5161], [1.0683, -0.2214, 0.1672], [-0.7083, 0.0385, -0.7796], [-2.6752, -1.1977, 0.2889], [-1.9194, 0.0730, 0.3503], [2.3165, 1.0181, 1.3103], [0.9025, 1.9092, 0.6518], [0.5074, 0.8702, 1.9474], [0.0192, -1.8362, 0.7363], [1.0964, -1.3499, 1.9694], [1.5672, -2.2743, 0.3729], [2.6487, 0.6471, -1.1593], [2.8549, -1.2053, -0.7598], [1.5226, -0.6047, -1.9974], [-2.4720, 2.2665, -0.6844], [-3.9258, 1.3319, 0.0664], [-3.1951, 0.8596, -1.4859], [-0.7983, -0.7016, -1.3596]], "nbo_charge": [-0.6960, -0.7132, -0.6620, -0.7938, 0.3447, -0.9396, -1.0056, 1.3647, 0.2328, 0.2357, 0.2292, 0.2526, 0.2280, 0.2182, 0.2193, 0.2202, 0.2399, 0.2231, 0.2227, 0.2248, 0.3543]}

=====

(3)
{"formula": "C23H38BF3IN3O8", "method": "ωB97M-V/def2-TZVPD", "e_tot_ha": -2287.52052, "e_lumo_ha": 0.010, "symbols": ["C", "C", "C", "C", "O", "C", "C", "C", "C", "N", "O", "N", "C", "C", "O", "C", "C", "O", "C", "C", "C", "C", "I", "N", "C", "C", "O", "C", "C", "O", "C", "F", "F", "F", "B", "O", "O", "C", "C", "H", "H", "H", "H", "H", "H", "H", "H", "H", "H", "H", "H", "H", "H", "H", "H", "H", "H", "H", "H", "H", "H", "H", "H", "H", "H", "H", "H", "H", "H", "H", "H", "H", "H", "H", "H", "H", "H"], "coordinates": [[0.2478, 3.0092, 1.5090], [0.0983, 1.8638, 1.8633], [-0.1542, 0.4704, 2.1856], [0.2448, -0.5624, 1.0774], [1.1339, -0.0416, 0.1102], [2.5176, -0.3854, 0.1831], [3.1988, 0.3922, 1.3157], [3.2622, 1.8700, 0.8854], [4.5480, 2.1391, 0.1087], [4.4475, 2.9309, -1.1117], [5.6201, 1.7631, 0.4776], [2.8207, -1.8031, 0.1131], [3.7288, -2.3240, 1.0742], [3.3529, -2.4034, 2.5428], [4.7956, -2.7717, 0.7502], [3.1083, -2.2150, -1.2526], [2.0965, -3.0842, -1.9642], [4.0783, -1.8529, -1.8458], [-1.0531, -1.1278, 0.4373], [-1.8340, -2.0498, 1.3975], [-1.1877, -3.2116, 2.1696], [-0.6601, -2.8057, 3.5660], [0.2839, -4.4444, 1.2037], [-0.7291, -1.7588, -0.8121], [-1.8493, -2.3648, -1.5423], [-1.7908, -3.8800, -1.7178], [-2.0401, -0.0927, 0.2315], [-1.7011, 0.9954, -0.5897], [-2.0987, 0.7782, -2.0677], [-2.3314, 2.0584, -2.6945], [-3.1784, 2.0278, -3.7284], [-2.9082, 3.0149, -4.5411], [-3.1228, 0.9159, -4.4364], [-4.4287, 2.1785, -3.3016], [-2.5825, 2.2652, -0.1249], [-3.8143, 2.0186, 0.4777], [-2.1269, 3.5286, -0.3068], [-3.1313, 4.5438, -0.3939], [-2.5782, 5.7045, -1.2177], [0.2229, 4.0564, 1.4147], [-1.2018, 0.3860, 2.4550], [0.4121, 0.2497, 3.0885], [0.7575, -1.3403, 1.6358], [2.9290, 0.0443, -0.7282], [2.6637, 0.3182, 2.2558], [4.2434, 0.1263, 1.4524], [2.4235, 2.1497, 0.2632], [3.3057, 2.5027, 1.7684], [4.2735, 3.8870, -0.8160], [3.6432, 2.5808, -1.6226], [2.9679, -3.3920, 2.7509], [2.6206, -1.6478, 2.8049], [4.2632, -2.2363, 3.1024], [1.2132, -3.2802, -1.3717], [1.7757, -2.4907, -2.8198], [2.5653, -3.9726, -2.3685], [-2.1906, -1.3580, 2.1568], [-2.7267, -2.4195, 0.9089], [-1.9904, -3.9027, 2.3815], [0.2640, -3.3112, 3.8077], [-0.5148, -1.7325, 3.6549], [-1.3856, -3.0803, 4.3252], [-0.2200, -1.1488, -1.4304], [-1.8377, -1.9448, -2.5480], [-2.8251, -2.0996, -1.1429], [-0.7839, -4.1888, -1.9742], [-2.1172, -4.4141, -0.8317], [-2.4534, -4.1806, -2.5266], [-0.6674, 1.3445, -0.5810], [-1.3579, 0.2294, -2.6385], [-3.0449, 0.2419, -2.0418], [-4.5049, 1.9486, -0.1884], [-3.3954, 4.9113, 0.5932], [-4.0294, 4.1953, -0.8939], [-2.0268, 6.4122, -0.6111], [-3.4262, 6.2198, -1.6650], [-1.9789, 5.3101, -2.0294]], "mulliken_charge": [-0.6325, -0.8985, -0.9889, 1.3199, -0.3437, -1.4904, -0.8591, -0.6112, 0.2973, -0.6652, -0.4713, 1.0305, 0.5588, -0.9372, -0.5881, 0.6083, -0.8547, -0.5102, -0.9698, -1.4171, -0.9113, -0.9847, 0.0621, 0.8429, -0.3818, -1.3661, -0.5746, 1.7217, -1.2897, -0.3487, 0.9759, -0.2734, -0.2678, -0.2997, 0.2875, -0.5439, -0.4680, -0.2973, -1.2999, 0.5680, 0.6835, 0.5892, 0.4404, 0.7337, 0.2741, 0.8372, 0.0148, 0.4848, 0.2825, 0.3137, 0.3137, 0.1406, 0.3249, -0.3092, 0.2806, 0.4951, 0.4654, 0.6572, 0.7090, 0.2666, 0.2831, 0.3492, 0.4804, 0.3780, 0.2846, 0.1853, 0.2645, 0.4837, -0.2637, 0.2360, 0.5937, 0.3192, 0.4045, 0.2781, 0.3085, 0.3845, 0.3045]}

=====

(4)
{"formula": "C2H4N2OS", "method": "ωB97M-V/def2-TZVPD", "e_tot_ha": -661.51073, "relative_energy_kcal_mol": 46.9, "e_lumo_ha": 0.013, "symbols": ["C", "C", "H", "H", "H", "H", "N", "N", "O", "S"], "coordinates": [[-0.8232, -0.1096, -0.1799], [1.1173, 1.0610, 0.1229], [-2.4469, -1.0503, 0.0999], [-0.2338, -2.0819, -0.0793], [1.1373, 1.1939, 1.1745], [1.7200, 1.8160, -0.3893], [-2.0711, -0.2006, -0.2573], [0.0920, -1.0996, 0.1773], [-0.1904, 1.0938, -0.3536], [1.6989, -0.6228, -0.3151]], "nbo_charge": [0.6747, -0.1910, 0.3496, 0.4196, 0.1887, 0.2185, -0.7230, -0.7991, -0.4807, 0.3427]}

=====

- Number 4 is which compound?
  C2H4N2OS